Entry 1:
Below is a cluster of 14 separate species, C4H37NO14 in total in a non-equilibrium geometry, with properties calculated with ωB97M-V/def2-TZVPD.

Cartesian coordinates (Å):
C -0.254052 -1.438507 0.326982
O -1.446141 -2.037426 0.898085
C -0.135251 0.050794 -0.083470
C 1.393610 0.282743 -0.236920
C 1.722935 0.715413 -1.674288
N -0.690810 1.125048 0.701396
H 0.387195 -1.814364 1.146275
H -0.183587 -2.034043 -0.641202
H -1.653863 -1.358679 1.598047
H -0.518614 0.220024 -1.162694
H 1.783949 0.970898 0.500936
H 2.000901 -0.679089 -0.106392
H 2.754550 0.793835 -1.826887
H 1.178645 1.710421 -1.828259
H 1.480589 -0.001568 -2.376893
H -0.096818 1.307088 1.501922
H -1.631675 0.930954 0.805118
H -0.428514 3.020334 4.239775
H -0.513977 1.477230 4.578677
O -0.587624 2.097323 3.845740
H 1.510396 3.279091 1.436605
H 1.437754 2.770804 2.938607
O 2.010190 3.146526 2.300173
H -0.159968 3.016427 -0.251756
H -0.362851 4.203334 -0.774476
O -0.087307 3.860372 0.079807
H 0.077577 1.408859 -4.574295
H 0.724418 0.032275 -4.141165
O 0.036592 0.780689 -3.823717
H 2.865961 1.609989 2.254543
H 3.651803 1.096586 3.433262
O 3.309210 0.780288 2.524337
H 1.439152 -1.951450 -2.882083
H 1.086792 -2.586705 -4.332986
O 0.791921 -1.920324 -3.681131
H -3.853233 0.111334 2.876390
H -3.263762 0.169701 1.446456
O -3.043580 -0.241641 2.377543
H -3.306737 -2.394011 -1.062160
H -2.153869 -1.944750 -1.691905
O -3.063913 -1.709339 -1.602692
H 2.807610 -2.430405 -0.786353
H 2.709947 -3.483223 -2.086670
O 2.515134 -2.600024 -1.742079
H 3.718111 -2.144164 1.333948
H 3.512765 -0.642610 1.355183
O 3.869251 -1.379012 0.944505
H -1.361009 1.148008 -2.706194
H -1.771564 1.600691 -1.251873
O -1.968000 1.733591 -2.204358
H -3.432237 -0.432734 -0.627195
H -3.127396 1.054353 -0.478795
O -3.549185 0.300349 -0.084894
H -2.384879 -4.187853 2.341649
H -2.678232 -3.389448 1.212878
O -3.068310 -4.004004 1.724940

Cartesian forces (eV/Å) of the 2 atoms listed first:
C -0.7079 -2.2652 -0.4958
O -0.7514 2.7417 0.4585

Computed properties:
total energy	-1282.593326	Ha
energy relative to the best compared isomer or geometry (same formula, charge and spin)	131.35	kcal/mol
gap between HOMO and LUMO	0.353	hartree

Entry 2:
Below is a cluster of 15 separate species, C4H37NO16 in total in a non-equilibrium geometry, with properties calculated with ωB97M-V/def2-TZVPD.

Cartesian coordinates (Å):
O 1.250275 -0.805000 2.020710
C 0.035001 -0.445215 2.227093
N -0.830764 0.026171 1.333951
C -0.367401 0.282534 -0.074549
C -1.459594 -0.044153 -1.098734
C -1.006635 0.360584 -2.489366
O -1.341236 -1.485864 -1.120537
H -0.267492 -0.574489 3.284104
H -1.785807 0.251900 1.581242
H 0.495541 -0.387990 -0.280479
H -0.114681 1.320725 -0.265313
H -2.574907 0.233953 -1.051088
H -0.090376 0.903144 -2.585930
H -1.857322 0.814950 -2.947588
H -0.829521 -0.610322 -3.020835
H -1.637508 -1.967804 -0.311431
H 0.548928 -3.332138 3.088478
H 0.102055 -4.376912 1.986464
O -0.274349 -3.648031 2.610752
H -3.752324 1.846298 1.206686
H -2.630119 2.148836 -0.012813
O -2.875395 2.032081 0.849952
H 2.702590 -2.219422 0.437019
H 3.336560 -1.095656 1.390465
O 3.484855 -1.616295 0.496518
H 2.657780 1.572685 3.816668
H 1.488858 1.094913 2.765276
O 1.880535 1.722980 3.388615
H 0.920982 2.662282 -3.888542
H -0.087171 1.837129 -4.677191
O -0.045801 2.587510 -3.970053
H 0.144514 -3.817318 -1.025702
H 1.309696 -4.736758 -0.545541
O 0.762902 -4.061027 -0.328286
H 2.545960 0.365531 -2.473647
H 2.221300 1.479692 -1.669134
O 2.593264 1.325197 -2.455639
H -1.929902 3.198156 1.837409
H -1.207642 3.984594 2.869059
O -1.914377 4.102478 2.161871
H 2.021044 -1.002663 -0.910086
H 2.930732 -1.633049 -1.961804
O 2.147766 -1.203243 -1.805066
H -0.744335 -2.453912 -2.208071
H 0.601452 -2.158626 -2.923157
O -0.012986 -2.956756 -2.599419
H 2.624569 2.287186 -0.396194
H 2.847186 1.636021 1.081477
O 2.243349 1.697653 0.262385
H -2.734270 3.479835 -1.484429
H -1.884496 2.470500 -2.225721
O -2.715894 2.510299 -1.609220
H -1.452715 2.148519 4.132265
H 0.056796 2.084070 4.031455
O -0.696112 2.108247 3.521798
H -1.131288 -3.002120 1.093485
H -1.765683 -3.878062 0.291106
O -1.936386 -3.063827 0.649261

Cartesian forces (eV/Å) of the 2 atoms listed first:
O -2.6248 1.2459 -0.1706
C 2.1247 -1.3847 0.4707

Computed properties:
total energy	-1433.073363	Ha
energy relative to the best compared isomer or geometry (same formula, charge and spin)	166.92	kcal/mol
gap between HOMO and LUMO	0.366	hartree

Entry 3:
Below is a cluster of 14 separate species, C4H38N2O13 in total in a non-equilibrium geometry, with properties calculated with ωB97M-V/def2-TZVPD.

Cartesian coordinates (Å):
C -1.311589 -2.152839 -1.552048
C -2.092490 -1.099102 -2.558581
C -2.837820 -0.198107 -1.576590
C -3.984641 -0.612320 -0.986883
N -2.359600 1.075909 -1.275983
N 0.137485 -1.896786 -1.793758
H -1.720149 -2.175674 -0.496673
H -1.494673 -3.178901 -1.922678
H -1.438021 -0.478806 -3.112049
H -2.716473 -1.749135 -3.133231
H -4.396958 -0.179376 -0.097488
H -4.349559 -1.521884 -1.421475
H -2.370217 1.767930 -2.129838
H -1.418210 0.876432 -0.799120
H -3.013476 1.581912 -0.650913
H 0.627931 -1.237794 -1.093778
H 0.626076 -2.882650 -1.780836
H 0.330692 -1.320258 -2.721677
H -1.677647 3.892884 -2.935389
H -2.011575 3.461064 -4.304642
O -1.924868 3.153586 -3.367241
H 2.691707 3.540357 3.613407
H 1.325073 4.244594 3.584613
O 1.996465 3.799749 3.046306
H 2.332423 -4.391107 -0.332520
H 1.174664 -5.378744 0.070791
O 1.344285 -4.525652 -0.172350
H 3.181840 -1.832857 0.188483
H 4.438709 -2.635451 -0.104426
O 3.601761 -2.391580 -0.465084
H 3.544541 -1.403244 2.163329
H 2.290957 -1.995983 1.375592
O 2.727117 -1.086681 1.642584
H 0.088620 4.107678 -0.861579
H 0.361122 5.418225 -1.636014
O -0.374508 4.778179 -1.315783
H -0.171807 0.294827 0.914077
H -1.558053 -0.038156 1.332812
O -1.079000 0.065953 0.553830
H 0.268001 -0.962498 3.160991
H -0.375577 -1.677262 4.120579
O -0.565249 -1.363456 3.198285
H 0.330555 2.210655 2.903791
H -1.163647 2.483722 2.298965
O -0.462017 1.963668 2.201248
H 1.407937 1.781227 0.706259
H 2.270473 0.637839 0.301429
O 1.368145 1.028029 0.115093
H 1.880049 0.607363 3.149260
H 3.287238 0.999546 3.330694
O 2.331877 1.339910 3.627075
H 0.482305 1.379529 -2.936129
H 0.212923 1.060031 -1.379905
O 0.133557 0.754829 -2.216576
H 0.452668 -3.247473 1.022369
H -0.625869 -2.388626 1.549087
O 0.246499 -2.303220 0.960288

Cartesian forces (eV/Å) of the 2 atoms listed first:
C -1.3887 0.2270 -1.9210
C -0.4915 -0.0900 4.6236

Computed properties:
total energy	-1262.323497	Ha
energy relative to the best compared isomer or geometry (same formula, charge and spin)	170.34	kcal/mol
spin multiplicity	2
charge	+1
gap between HOMO and LUMO (spin up / spin down)	0.068 / 0.248	hartree